# 1
21 unconnected molecules or ions with the total composition C31H91ClO23, computed with ωB97M-V/def2-TZVPD.

Structure (XYZ):
```
146
Properties=species:S:1:pos:R:3:forces:R:3
C -1.6329 1.0693 -2.3772 0.2697 -0.5634 -0.2761
C -1.2759 -0.1562 -1.4149 0.8540 -1.4835 1.0595
C -2.4027 -1.0658 -0.8286 3.9437 -0.6266 0.6982
C -2.0119 -2.2548 0.0816 2.7353 2.5435 -1.9616
C -0.4713 -2.4971 0.3536 -1.5223 1.7878 -1.4114
C 0.6465 -1.5914 -0.2496 -3.2619 0.2712 -0.4039
C 2.1644 -1.9695 0.0608 -1.7845 -0.2220 0.3211
C 2.9687 -0.8896 0.9323 2.4653 -2.7071 -3.6314
O 2.7405 0.5219 0.7421 2.0964 0.4084 2.5008
C 3.9887 1.0864 1.2226 1.2911 1.6310 1.2252
O 4.2158 2.1977 1.7211 -1.6491 -4.5202 -2.2694
O 5.0408 0.1012 1.1021 -2.1249 0.6659 -0.4637
C 4.4460 -0.9360 0.2412 0.0570 1.2005 1.3523
Cl 4.6168 -0.1425 -1.4204 -0.5342 -1.2568 0.7384
C 0.2544 -0.3927 -1.1467 -3.0664 -2.6372 1.7523
H -1.2383 2.0582 -1.9326 -0.8083 -1.5407 -0.6301
H -1.1066 0.9164 -3.3984 -0.7317 0.2435 1.8763
H -2.7582 1.1334 -2.6197 1.6944 -0.0482 0.7530
H -3.4910 -0.8353 -1.1072 1.8800 -0.4069 0.5402
H -2.8376 -2.9377 0.4978 1.7617 1.1570 -0.5803
H -0.2212 -3.4151 1.0315 -0.2390 1.9652 -1.4463
H 2.6966 -2.2540 -0.9215 -0.6986 0.9011 1.4726
H 2.1503 -2.9424 0.6896 -0.0322 1.6364 -0.8921
H 3.1965 -1.2873 1.9784 -0.8753 1.1579 -1.0696
H 4.9886 -1.9362 0.2306 -0.5677 1.6217 0.2889
H 1.0459 0.2981 -1.6023 -1.3817 -1.1560 0.7198
C 2.4231 -5.3141 2.8950 -0.1922 0.0368 0.2094
O 1.1950 -4.6502 2.6371 -0.1649 0.1121 0.0838
H 3.0174 -5.3233 1.9806 -0.1239 0.0233 0.0292
H 2.9718 -4.7834 3.6776 0.1798 -0.1461 -0.0056
H 2.2276 -6.3422 3.2092 0.2411 -0.0426 -0.0073
H 0.6899 -4.6575 3.4641 0.1023 0.1082 -0.1575
C 0.9768 0.5096 3.9221 0.0681 0.1977 -0.3858
O 0.3138 0.9111 2.7339 0.2231 -0.2474 0.0273
H 0.2387 0.1195 4.6241 0.0072 0.1021 -0.0661
H 1.7052 -0.2735 3.6894 0.1143 -0.0803 0.2398
H 1.4821 1.3696 4.3688 0.0714 -0.1619 0.2421
H 0.9914 1.2520 2.1313 -0.2857 -0.1633 0.0146
C -0.0313 -2.6263 6.4506 0.0938 0.2661 -0.0781
O -0.4010 -3.3145 5.2604 -0.1776 -0.2406 -0.7116
H -0.1530 -3.2977 7.3001 0.0345 0.0209 -0.1716
H 1.0124 -2.3139 6.3842 -0.0729 0.0334 0.2504
H -0.6753 -1.7533 6.5843 0.0951 0.0481 0.2089
H -0.2836 -2.6974 4.5249 0.0810 -0.0668 0.2002
C -0.8622 3.5912 2.2097 -0.3852 -0.0733 0.2678
O -2.0947 4.2509 1.9518 -0.2801 0.2846 -0.0179
H -0.2623 3.5939 1.2985 -0.1273 0.0593 0.0127
H -0.3216 4.1190 3.0005 0.2224 -0.1222 -0.0123
H -1.0534 2.5624 2.5125 0.2575 0.1223 -0.0271
H -2.6027 4.2333 2.7736 0.0593 0.0588 -0.2206
C 2.0244 -0.7653 9.1456 0.1480 -0.0213 0.0309
O 1.9780 -2.1352 8.7690 0.1234 -0.2470 -0.0143
H 1.0343 -0.3290 9.0082 0.0418 -0.1439 -0.0125
H 2.3136 -0.6813 10.1962 -0.0273 0.2213 -0.0095
H 2.7439 -0.2342 8.5171 -0.0403 0.1943 0.0970
H 2.8635 -2.4971 8.8996 -0.2594 0.0142 -0.0399
C 1.2546 0.2249 -5.5192 -0.2462 -0.1314 -0.1098
O 0.0627 0.8564 -5.0762 -0.1328 0.3047 -0.1471
H 2.0442 0.4054 -4.7890 -0.1304 0.0370 -0.0168
H 1.0865 -0.8493 -5.6111 0.2157 0.0582 -0.0817
H 1.5532 0.6408 -6.4846 0.2145 -0.1775 -0.0099
H -0.6169 0.6782 -5.7422 0.1400 -0.2431 0.1592
C -2.0738 -2.2253 -6.7403 0.0035 0.0967 0.0035
O -1.2577 -1.1445 -7.1636 0.1524 0.3074 0.0167
H -1.5768 -2.7428 -5.9183 0.0561 0.1226 -0.0470
H -3.0382 -1.8440 -6.3976 -0.0618 -0.2602 0.0000
H -2.2201 -2.9204 -7.5702 -0.1575 -0.0916 0.1287
H -1.7228 -0.7045 -7.8924 0.0280 -0.1523 -0.0139
C -5.3774 -3.2053 -8.1262 -0.0918 0.2047 -0.2554
O -4.5617 -2.1244 -8.5499 0.0293 0.3757 0.0334
H -4.8794 -3.7208 -7.3037 0.0369 0.1136 -0.0492
H -6.3433 -2.8260 -7.7830 -0.0673 -0.2210 0.0649
H -5.5242 -3.9034 -8.9545 -0.1433 -0.1379 0.1175
H -5.0265 -1.6845 -9.2777 0.0334 -0.2940 0.0562
C -2.5830 -1.1194 9.2795 -0.0500 0.2172 -0.2391
O -1.7707 -0.0363 8.8489 0.0630 0.0980 -0.0799
H -2.0809 -1.6334 10.0995 0.0282 0.1110 -0.0954
H -3.5474 -0.7398 9.6268 -0.0702 -0.2262 0.0705
H -2.7321 -1.8175 8.4515 -0.1274 -0.1727 0.1448
H -2.2364 0.4014 8.1238 0.2447 -0.0096 0.0899
C -7.0527 -2.6395 -11.7979 -0.2256 0.0109 -0.1321
O -6.4615 -1.7227 -10.8867 0.1086 0.3744 0.2219
H -6.4252 -3.5267 -11.8591 -0.0300 0.1924 0.1763
H -8.0463 -2.9232 -11.4421 -0.0197 -0.1006 -0.1498
H -7.1275 -2.1795 -12.7867 -0.0927 -0.1240 -0.0617
H -7.0365 -0.9476 -10.8506 0.1865 -0.1617 0.0491
C -3.3533 -3.8259 -10.9012 0.2136 -0.0877 -0.2065
O -4.4962 -4.5538 -11.3304 -0.1860 -0.2099 -0.1878
H -3.3849 -3.7252 -9.8178 -0.0629 0.0045 -0.1985
H -2.4468 -4.3654 -11.1880 0.1188 0.1411 0.0562
H -3.3579 -2.8324 -11.3565 0.1745 0.0766 0.1645
H -4.4421 -4.6281 -12.2918 -0.0172 -0.0760 0.2491
C -4.4059 6.5134 4.5953 -0.0154 0.1607 0.2131
O -4.0205 5.3054 5.2399 0.2535 -0.4740 0.0974
H -5.1713 6.2885 3.8516 0.1257 -0.1379 0.0556
H -4.8106 7.2089 5.3325 0.0877 -0.0037 -0.3214
H -3.5385 6.9566 4.0995 -0.1423 0.1719 -0.1024
H -3.3444 5.5335 5.8904 -0.2044 -0.0700 -0.1306
C 2.4523 -2.8860 -7.1669 0.2355 0.0214 -0.1124
O 3.2876 -1.9130 -6.5562 0.2187 0.0957 0.0283
H 1.5013 -2.9173 -6.6349 0.1136 0.0894 -0.0279
H 2.2731 -2.6156 -8.2107 -0.1803 -0.1693 -0.0140
H 2.9293 -3.8681 -7.1126 -0.1777 -0.1091 -0.0808
H 4.1202 -1.9053 -7.0449 -0.1851 0.0606 0.1831
C 6.6509 3.9114 2.3592 -0.1083 0.2885 -0.0769
O 7.4504 5.0123 1.9437 0.1814 0.2549 -0.1401
H 7.1537 3.4003 3.1782 0.0122 0.1996 -0.1426
H 5.6781 4.2728 2.7013 -0.0813 -0.2318 -0.0362
H 6.5200 3.2176 1.5256 -0.1350 -0.1056 0.1394
H 6.9832 5.4467 1.2193 0.1761 -0.0632 0.1938
C 9.0971 0.7355 3.0626 -0.1957 -0.0391 -0.1094
O 7.8924 1.3413 3.5071 -0.1252 -0.1919 0.0973
H 9.8799 0.9285 3.7965 -0.1169 0.0525 -0.0598
H 8.9519 -0.3436 2.9636 0.2239 -0.0412 -0.0655
H 9.3893 1.1636 2.1003 0.2165 -0.1187 0.0010
H 7.2177 1.1557 2.8402 0.0772 0.1029 0.1940
C -2.3170 -5.2908 3.0732 0.1381 0.0420 0.3073
O -2.4890 -3.9570 2.6417 -0.0664 0.3115 -0.0919
H -2.8557 -5.9585 2.4002 0.0287 0.1639 -0.0218
H -1.2537 -5.5416 3.0546 -0.0755 -0.3189 0.0463
H -2.7129 -5.4028 4.0855 0.0740 -0.2517 0.0124
H -2.0017 -3.3915 3.2546 -0.2178 -0.0981 -0.1271
C -6.1755 9.5928 6.3678 0.1527 0.2226 0.0161
O -4.8347 9.1546 6.2005 0.1918 0.2587 0.1028
H -6.8345 8.7244 6.3482 0.1462 0.0252 -0.0127
H -6.2794 10.1035 7.3284 -0.2346 0.0033 -0.0328
H -6.4463 10.2704 5.5543 -0.2189 0.0001 0.0743
H -4.2737 9.9404 6.2215 -0.0578 -0.2553 -0.0123
C -2.7431 0.6312 4.4093 -0.2159 0.2865 -0.0323
O -2.1668 1.5557 5.3219 0.0401 0.1320 0.3014
H -2.0991 -0.2462 4.3409 0.0042 0.1311 0.0239
H -3.7303 0.3287 4.7686 -0.0206 -0.1694 -0.1755
H -2.8289 1.0945 3.4236 -0.0357 -0.2630 -0.0988
H -2.7558 2.3210 5.3630 0.1922 -0.1190 -0.0017
C -3.1146 1.2256 -9.9620 0.0351 0.1499 0.1261
O -2.0459 0.4824 -9.3935 0.2650 0.0078 0.1373
H -3.8315 0.5311 -10.4007 0.1441 -0.0228 0.0703
H -3.6096 1.8130 -9.1847 -0.1499 0.0533 -0.1474
H -2.7291 1.8875 -10.7412 -0.1816 0.0344 -0.0437
H -1.4263 1.1193 -9.0129 -0.0550 -0.1777 -0.1379
C 10.6943 3.7733 5.0047 -0.1226 0.1108 -0.2670
O 11.5770 3.4016 3.9562 0.1369 -0.0595 -0.1944
H 11.0171 3.2889 5.9268 0.0626 0.0024 -0.1458
H 10.7191 4.8578 5.1380 -0.1526 -0.0197 0.1958
H 9.6789 3.4495 4.7619 -0.0916 0.0817 0.2149
H 11.2686 3.8433 3.1545 0.0969 -0.1430 0.1714
```
Forces are in eV/Å.

## Properties
LUMO energy = 0.36 eV
Gap between HOMO and LUMO = 8.09 eV
HOMO energy = -0.284 hartree

=====

# 2
A molecular structure, C14H34NO2P2RuSi, computed with ωB97M-V/def2-TZVPD.

Structure (XYZ):
```
55
Properties=species:S:1:pos:R:3:forces:R:3
C -0.8230 0.9493 -4.2241 -1.0933 -1.0751 -0.0859
C -0.8440 0.4112 -2.9282 0.1600 -0.5088 1.3971
N -0.0220 0.9121 -1.9587 -1.8652 -2.4427 1.3076
C 0.8287 1.9420 -2.2377 1.9746 1.5654 0.8293
C 0.9021 2.4847 -3.5267 -0.8320 -0.2373 -1.7116
C 0.0640 1.9862 -4.5318 1.9689 2.3244 -0.7188
C -1.7226 -0.7577 -2.5623 -0.0359 0.3066 -0.0790
P -2.0128 -0.8243 -0.7236 -0.8671 -0.1592 -0.3223
Ru 0.0000 0.0000 0.0000 -0.7403 0.0722 -0.7527
P 1.9260 1.1897 0.2292 0.8357 0.5100 0.0125
C 1.6304 2.4958 -1.0816 -0.2061 -0.1089 -0.2853
O -0.5567 -3.6926 -2.9582 0.8071 0.2049 0.4404
O 0.6108 -3.7298 -0.4939 -0.0453 0.7819 0.7248
H -1.4913 0.5362 -4.9850 0.2303 0.1133 0.3667
H 1.5991 3.3032 -3.7289 -0.2707 -0.3265 0.0739
H 0.1004 2.4041 -5.5429 0.0003 -0.2103 0.5332
C -3.5138 0.2053 -0.4364 0.1367 -0.0711 -0.1065
C -2.5824 -2.5341 -0.3817 0.1360 0.1334 -0.1037
H 2.5511 2.9952 -1.4306 -0.3586 -0.1809 0.1511
H 1.0070 3.2539 -0.5673 0.1809 -0.1468 -0.0731
H -1.1918 -1.7173 -2.7801 -0.1027 0.3287 -0.0120
H -2.6529 -0.7573 -3.1580 0.3775 -0.0067 0.1886
C 2.2926 2.1501 1.7522 -0.0331 -0.0338 -0.1166
C 3.5480 0.4386 -0.2188 -0.1724 0.0439 -0.0012
H 0.7123 -2.7305 -0.5042 -0.0224 -0.9921 -0.0102
H 0.3244 -3.9040 0.4213 0.1814 -0.1632 -0.5751
H -0.2002 -3.8585 -2.0438 -0.3137 -0.0345 -0.7351
H 0.2579 -3.5684 -3.4771 -0.4831 -0.2091 0.1203
H -0.7829 1.2948 0.7223 0.1409 -0.1058 0.1415
H 0.8556 -1.3035 -0.6847 0.1246 0.0353 0.3482
H -4.3891 -0.1797 -0.9891 0.3775 0.1516 0.2310
H -3.7322 0.2135 0.6446 0.0743 0.0047 -0.4180
H -3.2900 1.2379 -0.7493 -0.1183 -0.3627 0.1297
H -3.4488 -2.8151 -1.0038 0.3398 0.1145 0.2824
H -1.7369 -3.2114 -0.5720 -0.4157 0.1667 0.0376
H -2.8493 -2.5897 0.6872 -0.0143 0.0049 -0.4130
H 4.3640 1.1825 -0.2452 -0.3772 -0.2979 0.0217
H 3.7840 -0.3428 0.5231 -0.0640 0.2938 -0.2931
H 3.4412 -0.0458 -1.2031 0.0818 0.1683 0.3665
H 3.1648 2.8164 1.6331 -0.3775 -0.2830 0.0393
H 1.3946 2.7312 2.0159 0.3504 -0.1602 -0.0831
H 2.4837 1.4287 2.5645 0.0385 0.3952 -0.3939
C 1.4804 -0.7805 3.5845 0.4466 0.3097 -0.1352
Si 0.0395 -1.1162 2.4470 0.1375 -0.0663 1.7076
C -0.2277 -2.9463 2.6710 0.0664 -0.6680 -0.7848
C -1.4447 -0.3434 3.2759 -0.6736 0.8956 -0.6529
H 2.4370 -1.0636 3.1007 -0.3059 0.3412 0.5165
H 1.3458 -1.3807 4.5075 0.0221 0.0757 -0.5837
H 1.4564 0.2713 3.9133 0.3357 -0.3614 -0.2246
H -0.4225 -3.1414 3.7454 0.0355 0.3656 -0.4937
H -1.1016 -3.3010 2.0926 0.5419 -0.1719 0.2611
H 0.7051 -3.4885 2.4250 -0.5615 -0.0374 -0.0214
H -1.5347 -0.7238 4.3146 0.2217 0.0317 -0.5595
H -1.3266 0.7598 3.2942 -0.3044 -0.6197 0.0424
H -2.3602 -0.6076 2.7071 0.3298 0.3025 0.4751
```
Forces are in eV/Å.

## Properties
LUMO energy (alpha / beta) = -2.65 / -6.76 eV
Total charge = +1
Energy above the lowest of the compared OMol25 structures with the same formula, charge and spin = 0.0 kcal/mol
Spin multiplicity = 5
Gap between HOMO and LUMO (alpha / beta) = 6.02 / 5.08 eV
HOMO energy (alpha / beta) = -0.318 / -0.435 hartree
Expectation value of S² = 6.019

=====

# 3
A gas-phase ion, C11H19N3OP (charge +1), computed with ωB97M-V/def2-TZVPD.

Structure (XYZ):
```
35
Properties=species:S:1:pos:R:3:forces:R:3
H 2.5039 -1.6639 2.2959 0.3040 -0.1254 -0.1520
N 2.8152 -1.9474 1.3586 -0.8903 0.2500 -0.1637
C 1.8418 -1.8381 0.5399 0.8877 0.0797 0.0817
C 2.1347 -2.2761 -0.9263 -0.5678 -0.6705 0.8613
C 0.4486 -1.3342 1.0491 0.0023 0.4909 -0.6973
C 0.0884 0.0940 0.4943 -0.0203 -2.9365 -0.3391
N 0.4691 1.0831 1.2819 -0.5601 -0.6109 -0.8964
N 0.1567 2.3093 0.8740 -0.0701 -1.3738 -1.1513
P 0.5830 3.7474 1.8855 -0.6135 2.5048 1.1056
C 2.4270 3.8611 2.0722 -0.1065 -0.8160 0.2563
O 0.0132 3.3565 3.4257 0.7239 -0.7910 -1.9105
C -0.4969 2.4888 -0.2864 -0.9787 1.3230 -1.8013
C -0.9191 1.4990 -1.2393 1.4434 -2.7309 2.7203
C -0.6044 0.1164 -0.8118 0.1300 3.5053 -0.2780
C -1.0068 -1.1035 -1.6505 -0.4988 0.4837 0.2211
C -2.5743 -1.2984 -1.4472 0.3505 -0.4780 0.4247
C -3.1075 -2.6498 -2.0682 -0.6451 0.6202 0.3687
H 1.4881 -3.1796 -1.1099 0.4031 0.9262 -0.2061
H 3.1826 -2.6636 -0.9714 -0.8575 0.6963 0.0678
H 1.9455 -1.4799 -1.6814 0.1134 -0.6255 0.4957
H -0.3317 -2.0569 0.7111 0.4486 0.5718 0.4490
H 0.4693 -1.2774 2.1637 -0.0322 -0.1092 -0.9531
H 2.8625 3.8433 1.0398 -0.2761 -0.0434 0.9127
H 2.6486 4.8567 2.5370 -0.4655 -0.7628 -0.4699
H 2.8488 3.0738 2.7381 -0.1570 0.4445 -0.6638
H -0.7332 2.7336 3.3416 0.2110 0.3945 0.3589
H -0.7295 3.5493 -0.5448 0.3376 -0.8694 0.5340
H -1.4589 1.7185 -2.1805 0.5219 0.1172 0.8457
H -0.4447 -2.0208 -1.3700 -0.5193 0.7537 -0.0848
H -0.7927 -0.9135 -2.7320 -0.1355 0.0186 0.8613
H -2.7656 -1.3151 -0.3405 0.1444 0.1091 -0.9181
H -3.1284 -0.4148 -1.8546 0.5626 -0.7275 0.2851
H -3.8870 -2.3814 -2.8261 0.8827 -0.5520 0.3821
H -3.6450 -3.2277 -1.2739 0.5766 0.3819 -0.7173
H -2.3013 -3.2889 -2.4936 -0.6498 0.5515 0.1706
```
Forces are in eV/Å.

## Properties
LUMO energy = -5.01 eV
Total charge = +1
Gap between HOMO and LUMO = 7.64 eV
HOMO energy = -0.465 hartree

=====

# 4
A gas-phase ion, C15H22N4OP (charge +1), computed with ωB97M-V/def2-TZVPD.

Structure (XYZ):
```
43
Properties=species:S:1:pos:R:3:forces:R:3
N -3.8703 2.0153 2.2884 2.1479 -1.5643 -1.1668
P -2.4009 1.4133 2.4175 -2.8923 1.9858 1.0184
N -1.8226 0.5717 0.9112 1.2003 0.4336 -0.5806
C -2.4911 -0.7617 0.7090 -1.2021 -2.0648 -0.4045
C -1.9532 -1.6071 -0.5407 -0.4599 -1.0291 -0.1046
C -0.9469 -2.8195 -0.1477 -0.7784 -0.8171 -1.3099
N 0.4519 -2.6315 -0.6531 -1.1686 1.1617 1.5313
C 0.9274 -1.3392 -0.0800 1.2188 0.9191 0.1664
C 2.5135 -1.1885 0.0150 1.9411 0.2057 0.3517
C 3.3088 -0.8549 -1.2725 1.7638 -0.2989 3.8518
C 4.8424 -0.6622 -1.1824 -2.5960 -0.9063 2.9756
C 5.5164 -0.8132 0.2029 -2.9919 -0.2895 -0.4918
C 4.7139 -1.1563 1.4904 -1.2857 0.5052 -3.0359
C 3.1790 -1.3489 1.4150 2.5778 0.8341 -3.1431
O 2.4117 -1.6577 2.6019 0.7747 1.6439 -2.0105
C -1.9084 1.4842 -0.2863 1.0142 3.9700 -4.0126
C -0.8368 2.5695 -0.4379 -0.5669 0.0360 -0.9477
C -0.7236 3.5798 -1.6214 -4.3832 -3.9247 -0.1260
C -1.8709 3.3522 -2.6753 1.4729 -1.5718 3.9263
C -2.8686 2.2278 -2.3424 0.9543 1.0441 -0.2949
N -2.9211 1.3228 -1.2591 2.9630 2.5088 0.6401
H -4.1728 1.7706 1.3184 -0.3629 0.5817 0.9025
H -2.2520 0.4380 3.4731 0.4640 0.3025 -0.8185
H -1.3817 2.4209 2.6624 -0.1963 -1.0342 -0.3055
H -0.7937 0.4442 1.0699 -0.7234 -0.3327 -0.4779
H -3.6160 -0.6028 0.5635 1.7499 0.2084 0.3301
H -2.3628 -1.3866 1.6749 -0.0631 1.1837 -1.4786
H -1.4855 -0.9917 -1.3777 -0.7242 -0.5695 1.2821
H -2.8805 -2.1186 -1.0057 1.3770 1.0592 0.7989
H -1.3426 -3.7753 -0.6659 0.5634 1.5440 0.8973
H -1.0099 -3.0257 0.9724 0.5380 0.3524 -1.3971
H 0.4515 -2.6320 -1.6815 0.0662 0.1089 0.6693
H 0.5404 -0.4021 -0.6454 0.4835 -1.2921 0.6145
H 0.5013 -1.2632 0.9876 0.7307 -0.3250 -1.3912
H 2.7128 -0.7356 -2.2338 1.0762 -0.1738 1.3666
H 5.4063 -0.4152 -2.1367 -0.6506 -0.3722 1.6218
H 6.6519 -0.6408 0.2719 -2.0752 -0.3810 -0.0139
H 5.3098 -1.2226 2.4682 -1.2797 0.0120 -1.5944
H 2.0134 -0.7889 2.8475 0.4688 -1.0064 0.0247
H -0.0307 2.6286 0.3825 -1.3224 -0.0653 -1.3884
H 0.0851 4.3686 -1.7262 -1.1920 -1.2911 0.3368
H -1.9310 4.0008 -3.6216 -0.1212 -1.3158 1.6790
H -3.7174 2.1026 -3.1135 1.4896 0.0250 1.5093
```
Forces are in eV/Å.

## Properties
LUMO energy = -3.91 eV
Total charge = +1
Gap between HOMO and LUMO = 7.23 eV
HOMO energy = -0.410 hartree

=====

no.,DFT total energy (a.u.),strongest force on any atom (eV/A)
1,-3425.8866,5.3
2,-1825.7927,3.3
3,-1011.1097,4.1
4,-1219.8019,5.9